Entry 1:
Entry from the Open Molecules 2025 dataset: a cluster of 2 separate species, C4H10OS in total at a distorted geometry (ωB97M-V with the def2-TZVPD basis set).

Results
Frontier orbital gap, eV: 9.48
E_HOMO, eV: -8.716
Multiplicity: 1
SMILES: C=CO.CCS
E_LUMO, eV: 0.76

Atoms and positions in Å:
C1 1.902 -0.146 1.879
C2 1.252 0.321 2.956
O1 0.246 -0.412 3.565
H1 2.920 0.035 1.774
H2 1.409 -0.805 1.025
H3 1.539 1.300 3.531
H4 0.103 0.066 4.395
C3 -1.311 0.867 -2.270
C4 -0.882 -0.570 -2.534
S1 -0.674 -1.691 -1.139
H5 -2.167 0.794 -1.617
H6 -0.558 1.429 -1.664
H7 -1.518 1.267 -3.318
H8 0.156 -0.616 -3.102
H9 -1.508 -1.008 -3.428
H10 -0.907 -0.831 -0.054

=====

Entry 2:
Entry from the Open Molecules 2025 dataset: a structure of composition C24H54BEuN9O4Si4 at a distorted geometry (ωB97M-V with the def2-TZVPD basis set).

Results
Frontier orbital gap (alpha / beta), eV: 5.38 / 6.25
E_HOMO (alpha / beta), eV: -1.077 / -1.945
Net charge: -2
Multiplicity: 8
⟨S²⟩: 15.7594
E_LUMO (alpha / beta), eV: 4.30 / 4.30

Atoms and positions in Å:
Eu1 -16.797 -6.683 -2.395
C1 -20.099 -3.783 -0.598
C2 -18.970 -4.006 -1.312
N1 -18.451 -5.157 -1.033
N2 -19.215 -5.700 -0.057
C3 -20.256 -4.877 0.210
B1 -18.962 -7.048 0.677
N3 -19.347 -8.203 -0.289
C4 -20.158 -9.297 -0.003
C5 -20.217 -10.034 -1.153
C6 -19.380 -9.374 -2.089
N4 -18.904 -8.295 -1.544
N5 -17.520 -7.213 1.115
C7 -17.059 -7.100 2.373
C8 -15.679 -7.380 2.364
C9 -15.380 -7.541 0.991
N6 -16.472 -7.500 0.263
H1 -20.705 -2.904 -0.689
H2 -18.414 -3.433 -2.037
H3 -20.987 -5.152 0.922
H4 -19.637 -7.078 1.662
H5 -20.574 -9.506 0.958
H6 -20.715 -10.997 -1.398
H7 -18.981 -9.560 -3.076
H8 -17.689 -6.704 3.089
H9 -15.045 -7.354 3.258
H10 -14.418 -7.635 0.475
N7 -15.310 -4.646 -1.774
C10 -14.089 -4.846 -2.632
C11 -14.214 -3.997 -3.888
C12 -15.165 -4.505 -4.929
N8 -16.526 -4.747 -4.431
H11 -15.664 -3.723 -1.954
H12 -15.207 -4.729 -0.775
H13 -14.000 -5.860 -3.037
H14 -13.261 -4.405 -2.097
H15 -13.248 -3.909 -4.405
H16 -14.441 -2.925 -3.702
H17 -14.798 -5.438 -5.259
H18 -15.069 -3.854 -5.802
H19 -17.128 -4.967 -5.206
H20 -16.927 -3.914 -3.993
C13 -14.395 -7.974 -7.005
Si1 -16.329 -7.966 -7.276
C14 -16.617 -8.838 -8.975
C15 -16.471 -6.049 -7.858
Si2 -17.415 -8.649 -5.145
Si3 -17.785 -10.854 -5.874
C16 -18.726 -11.029 -7.490
C17 -16.126 -11.665 -6.383
C18 -18.374 -11.988 -4.475
Si4 -19.629 -7.820 -5.807
C19 -20.073 -7.536 -7.608
C20 -21.005 -8.965 -5.146
C21 -20.144 -6.220 -4.876
H21 -14.165 -7.447 -6.064
H22 -13.949 -7.490 -7.842
H23 -13.891 -8.933 -6.929
H24 -15.706 -8.463 -9.449
H25 -17.429 -8.417 -9.530
H26 -16.609 -9.931 -9.103
H27 -15.678 -5.444 -7.377
H28 -17.459 -5.650 -7.614
H29 -16.272 -6.068 -8.957
H30 -18.534 -10.134 -8.158
H31 -19.768 -10.996 -7.354
H32 -18.425 -11.891 -8.117
H33 -15.574 -11.109 -7.173
H34 -16.438 -12.703 -6.748
H35 -15.415 -11.854 -5.575
H36 -19.430 -11.824 -4.143
H37 -17.669 -11.929 -3.681
H38 -18.215 -13.025 -4.817
H39 -20.024 -8.545 -8.224
H40 -19.429 -6.829 -8.093
H41 -21.103 -7.176 -7.721
H42 -20.907 -10.003 -5.347
H43 -22.000 -8.619 -5.607
H44 -21.069 -8.725 -4.072
H45 -19.489 -5.359 -4.860
H46 -20.446 -6.529 -3.864
H47 -21.047 -5.898 -5.391
C22 -15.301 -10.276 -1.894
C23 -14.428 -9.337 -2.767
C24 -12.938 -9.437 -2.520
O1 -14.979 -8.091 -2.602
H48 -15.283 -11.352 -2.169
H49 -16.312 -9.891 -2.046
H50 -14.909 -10.306 -0.830
H51 -14.489 -9.734 -3.786
H52 -12.647 -8.670 -1.715
H53 -12.310 -9.180 -3.427
H54 -12.610 -10.406 -2.142
O2 -16.413 0.030 -1.786
N9 -15.953 -1.014 -2.326
O3 -16.685 -1.857 -2.875
O4 -14.742 -1.291 -2.337

=====

Entry 3:
Entry from the Open Molecules 2025 dataset: a structure of composition C19H63BrInO12 (ωB97M-V with the def2-TZVPD basis set).

Results
Frontier orbital gap, eV: 7.13
E_HOMO, eV: -5.301
Net charge: -1
Multiplicity: 1
E_LUMO, eV: 1.83

Atoms and positions in Å:
C1 -1.482 3.459 4.294
C2 -1.359 2.496 3.115
C3 0.116 2.402 2.674
C4 -1.965 1.116 3.452
C5 -2.817 0.462 2.351
C6 -3.897 1.406 1.796
C7 -1.920 -0.150 1.240
O1 -2.471 -0.078 -0.047
In1 -1.020 0.318 -1.437
C8 -1.680 0.138 -3.487
Br1 -0.303 2.838 -1.187
H1 -0.747 3.220 5.069
H2 -1.305 4.493 3.985
H3 -2.473 3.412 4.755
H4 -1.918 2.940 2.287
H5 0.315 3.071 1.835
H6 0.791 2.697 3.483
H7 0.389 1.401 2.344
H8 -1.140 0.434 3.696
H9 -2.574 1.183 4.361
H10 -3.333 -0.371 2.844
H11 -3.986 2.318 2.394
H12 -4.880 0.934 1.796
H13 -3.663 1.683 0.769
H14 -0.938 0.344 1.290
H15 -1.717 -1.200 1.504
H16 0.348 -0.702 -1.072
H17 -1.682 1.104 -3.992
H18 -2.685 -0.287 -3.557
H19 -0.988 -0.522 -4.013
C9 3.121 2.577 0.860
O2 3.340 1.278 1.401
H20 2.466 2.477 -0.003
H21 2.632 3.236 1.582
H22 4.064 3.030 0.535
H23 3.911 1.380 2.167
C10 2.492 5.682 3.434
O3 2.383 4.473 4.167
H24 1.952 5.524 2.503
H25 2.037 6.527 3.960
H26 3.530 5.932 3.195
H27 2.847 4.567 5.004
C11 -1.940 -4.158 2.250
O4 -0.996 -3.330 2.908
H28 -2.898 -3.645 2.291
H29 -1.684 -4.316 1.198
H30 -2.044 -5.134 2.735
H31 -0.136 -3.758 2.865
C12 1.276 -3.219 -4.429
O5 -0.123 -3.039 -4.639
H32 1.774 -2.825 -5.313
H33 1.634 -2.673 -3.554
H34 1.541 -4.276 -4.321
H35 -0.573 -3.355 -3.850
C13 3.216 -0.021 -2.621
O6 3.287 -1.341 -2.114
H36 2.624 -0.070 -3.536
H37 2.701 0.641 -1.921
H38 4.195 0.396 -2.884
H39 3.647 -1.309 -1.221
C14 -3.592 -3.333 -6.129
O7 -2.670 -4.164 -6.828
H40 -4.570 -3.463 -6.586
H41 -3.662 -3.611 -5.073
H42 -3.306 -2.281 -6.195
H43 -1.808 -4.034 -6.416
C15 5.798 -1.925 1.191
O8 4.584 -1.809 0.482
H44 6.594 -1.606 0.521
H45 5.808 -1.289 2.081
H46 5.997 -2.961 1.493
H47 3.860 -2.060 1.072
C16 -3.718 3.136 -4.330
O9 -2.555 3.889 -4.047
H48 -4.245 3.654 -5.132
H49 -3.490 2.121 -4.665
H50 -4.389 3.068 -3.466
H51 -2.073 3.447 -3.334
C17 -8.235 -2.903 -6.217
O10 -7.042 -3.658 -6.095
H52 -7.959 -1.862 -6.064
H53 -8.688 -2.999 -7.209
H54 -8.978 -3.176 -5.462
H55 -7.245 -4.588 -6.223
C18 1.516 -1.244 3.047
O11 2.647 -2.123 2.986
H56 0.854 -1.522 2.231
H57 0.979 -1.348 3.994
H58 1.797 -0.202 2.905
H59 3.258 -1.887 3.689
C19 7.757 0.088 4.879
O12 6.564 -0.521 4.409
H60 7.537 1.146 5.001
H61 8.075 -0.314 5.845
H62 8.579 -0.013 4.165
H63 6.729 -1.460 4.287

=====

Entry 4:
Entry from the Open Molecules 2025 dataset: a structure of composition C44H64BrINNaO4P2Si at a distorted geometry (ωB97M-V with the def2-TZVPD basis set).

Results
Frontier orbital gap, eV: 4.24
E_HOMO, eV: -0.466
Net charge: -2
Multiplicity: 1
E_LUMO, eV: 3.77

Atoms and positions in Å:
Na1 -1.427 -1.250 -0.617
C1 0.463 -1.420 3.085
Si1 0.548 -0.564 1.339
C2 2.327 -1.040 0.796
C3 3.324 -1.448 1.674
C4 4.581 -1.818 1.235
C5 4.851 -1.822 -0.123
C6 3.868 -1.446 -1.022
C7 2.612 -1.049 -0.571
P1 1.251 -0.482 -1.651
C8 2.017 1.091 -2.361
C9 2.199 1.973 -1.125
C10 2.580 3.400 -1.497
C11 3.866 3.396 -2.318
C12 3.671 2.535 -3.562
C13 3.302 1.099 -3.183
C14 1.159 -1.800 -2.985
C15 -0.034 -1.465 -3.896
C16 0.416 -1.110 -5.304
C17 1.094 -2.310 -5.975
C18 1.822 -3.176 -4.942
C19 2.352 -2.311 -3.801
C20 0.883 1.147 2.124
C21 2.114 1.668 2.496
C22 2.214 2.766 3.330
C23 1.062 3.332 3.859
C24 -0.175 2.853 3.468
C25 -0.264 1.809 2.555
P2 -1.846 1.287 1.807
C26 -2.761 0.843 3.416
C27 -3.870 1.738 3.957
C28 -5.105 1.712 3.066
C29 -5.632 0.288 2.945
C30 -4.540 -0.594 2.356
C31 -3.300 -0.579 3.231
C32 -2.360 3.002 1.086
C33 -1.153 3.353 0.208
C34 -1.428 4.536 -0.714
C35 -1.854 5.752 0.102
C36 -3.088 5.396 0.923
C37 -2.788 4.237 1.879
H1 1.249 -1.120 3.780
H2 0.481 -2.503 2.998
H3 -0.482 -1.158 3.550
H4 3.115 -1.474 2.735
H5 5.345 -2.114 1.943
H6 5.830 -2.119 -0.482
H7 4.094 -1.470 -2.077
H8 1.210 1.512 -2.976
H9 2.980 1.542 -0.495
H10 1.277 1.969 -0.543
H11 2.704 4.003 -0.592
H12 1.776 3.844 -2.091
H13 4.682 2.988 -1.715
H14 4.138 4.419 -2.604
H15 4.583 2.540 -4.169
H16 2.864 2.964 -4.163
H17 4.122 0.663 -2.608
H18 3.178 0.517 -4.100
H19 0.843 -2.643 -2.357
H20 -0.589 -0.624 -3.479
H21 -0.707 -2.322 -3.940
H22 1.108 -0.266 -5.256
H23 -0.441 -0.791 -5.901
H24 1.808 -1.959 -6.729
H25 0.347 -2.919 -6.490
H26 2.643 -3.719 -5.425
H27 1.139 -3.915 -4.522
H28 2.956 -1.504 -4.221
H29 2.997 -2.922 -3.167
H30 3.017 1.191 2.138
H31 3.187 3.163 3.607
H32 1.132 4.142 4.577
H33 -1.075 3.287 3.887
H34 -1.959 0.804 4.166
H35 -3.510 2.761 4.087
H36 -4.146 1.362 4.951
H37 -4.836 2.066 2.070
H38 -5.871 2.380 3.477
H39 -6.515 0.260 2.303
H40 -5.925 -0.080 3.933
H41 -4.279 -0.215 1.367
H42 -4.894 -1.621 2.238
H43 -2.533 -1.208 2.773
H44 -3.540 -1.010 4.210
H45 -3.192 2.735 0.419
H46 -0.879 2.476 -0.382
H47 -0.297 3.597 0.841
H48 -2.227 4.282 -1.417
H49 -0.529 4.764 -1.294
H50 -2.068 6.599 -0.559
H51 -1.038 6.043 0.770
H52 -3.896 5.104 0.246
H53 -3.427 6.266 1.496
H54 -3.689 4.040 2.461
H55 -1.992 4.548 2.558
I1 -4.223 -0.355 -1.588
C38 -3.000 -4.515 1.538
O1 -1.909 -3.868 2.127
H56 -3.615 -4.906 2.350
H57 -2.684 -5.353 0.905
H58 -3.596 -3.829 0.928
H59 -1.382 -3.491 1.393
Br1 3.515 -4.971 2.645
C39 2.154 -5.533 1.434
C40 1.969 -6.890 1.241
N1 1.063 -7.368 0.397
C41 0.329 -6.490 -0.276
C42 0.430 -5.114 -0.127
C43 1.382 -4.612 0.758
C44 -0.459 -4.150 -0.909
O2 -0.731 -4.452 -2.070
O3 -0.816 -3.126 -0.279
H60 2.570 -7.616 1.775
H61 -0.388 -6.909 -0.970
H62 1.494 -3.545 0.878
O4 -1.418 1.328 -2.518
H63 -1.699 2.244 -2.535
H64 -2.203 0.836 -2.212

=====

Entry 5:
Entry from the Open Molecules 2025 dataset: a cluster of 4 separate species, C2H10O3 in total at a distorted geometry (ωB97M-V with the def2-TZVPD basis set).

Results
Frontier orbital gap (alpha / beta), eV: 3.16 / 7.35
E_HOMO (alpha / beta), eV: 0.725 / -3.756
Net charge: -1
Multiplicity: 2
⟨S²⟩: 0.7521
E_LUMO (alpha / beta), eV: 3.88 / 3.60

Atoms and positions in Å:
C1 -0.635 1.283 -2.401
C2 0.379 0.551 -1.805
H1 -1.647 1.283 -1.893
H2 -0.738 1.590 -3.430
H3 0.678 0.734 -0.772
H4 1.119 -0.085 -2.419
H5 -1.365 -0.929 1.797
H6 -1.563 -2.438 1.784
O1 -1.926 -1.632 1.433
H7 3.320 -2.171 0.968
H8 1.933 -1.934 1.550
O2 2.819 -2.150 1.766
H9 -1.099 2.273 1.784
H10 -0.864 1.775 0.389
O3 -0.412 1.851 1.251

=====

Entry 6:
Entry from the Open Molecules 2025 dataset: a structure of composition C37H38MoN4OP2S2 (ωB97M-V with the def2-TZVPD basis set).

Results
Frontier orbital gap (alpha / beta), eV: 7.37 / 7.37
E_HOMO (alpha / beta), eV: -7.094 / -7.097
Multiplicity: 1
E_LUMO (alpha / beta), eV: 0.27 / 0.27

Atoms and positions in Å:
Mo1 0.822 2.578 -0.519
N1 5.117 3.695 -0.503
C1 3.795 3.522 -0.782
S1 3.049 2.016 -0.198
N2 3.182 4.407 -1.480
N3 1.855 4.074 -1.753
C2 1.362 4.719 -2.743
C3 0.047 4.512 -3.299
C4 -0.397 5.429 -4.264
C5 -1.609 5.286 -4.897
C6 -2.408 4.185 -4.578
C7 -1.992 3.264 -3.643
C8 -0.763 3.404 -2.976
O1 -0.431 2.463 -2.102
H1 5.504 3.163 0.255
H2 5.495 4.615 -0.662
H3 2.002 5.464 -3.212
H4 0.248 6.266 -4.509
H5 -1.933 6.007 -5.635
H6 -3.361 4.048 -5.073
H7 -2.595 2.397 -3.404
C9 -2.227 -1.402 5.529
S2 -1.054 -0.058 5.267
C10 0.294 -1.030 4.545
C11 1.343 -0.127 3.906
C12 0.955 0.494 2.570
N4 0.652 -0.459 1.453
P1 1.584 -1.911 1.483
C13 2.171 -2.270 -0.212
C14 1.665 -3.292 -1.013
C15 2.277 -3.603 -2.218
C16 3.389 -2.892 -2.643
C17 3.897 -1.867 -1.855
C18 3.302 -1.573 -0.639
C19 0.393 -3.284 1.726
C20 -0.974 -3.218 1.484
C21 -1.789 -4.319 1.713
C22 -1.242 -5.504 2.183
C23 0.121 -5.581 2.434
C24 0.929 -4.475 2.216
P2 -0.116 0.433 0.183
C25 -1.845 0.571 0.769
C26 -2.708 1.352 -0.003
C27 -4.031 1.506 0.370
C28 -4.504 0.903 1.532
C29 -3.646 0.147 2.313
C30 -2.321 -0.024 1.928
C31 -0.310 -0.637 -1.280
C32 -1.411 -1.465 -1.476
C33 -1.573 -2.151 -2.671
C34 -0.652 -1.989 -3.695
C35 0.432 -1.141 -3.522
C36 0.599 -0.470 -2.324
H8 -3.133 -0.972 5.953
H9 -1.827 -2.139 6.224
H10 -2.470 -1.890 4.583
H11 -0.129 -1.716 3.807
H12 0.749 -1.634 5.331
H13 2.268 -0.693 3.798
H14 1.568 0.706 4.579
H15 1.754 1.173 2.260
H16 0.060 1.105 2.720
H17 0.789 -3.844 -0.698
H18 1.875 -4.400 -2.832
H19 3.861 -3.134 -3.587
H20 4.767 -1.309 -2.178
H21 3.722 -0.795 -0.011
H22 -1.407 -2.299 1.124
H23 -2.853 -4.249 1.520
H24 -1.877 -6.363 2.361
H25 0.553 -6.500 2.810
H26 1.991 -4.532 2.430
H27 -2.332 1.829 -0.900
H28 -4.695 2.106 -0.239
H29 -5.537 1.034 1.830
H30 -4.003 -0.306 3.230
H31 -1.650 -0.602 2.548
H32 -2.168 -1.556 -0.707
H33 -2.433 -2.794 -2.807
H34 -0.786 -2.513 -4.633
H35 1.150 -1.002 -4.320
H36 1.453 0.186 -2.195
C37 0.207 3.452 1.006
H37 0.750 3.600 1.936
H38 -0.801 3.875 0.980